19
Properties=species:S:1:pos:R:3:forces:R:3 method="wB97M-V/def2-TZVPD" e_tot_ev=-152471.67866 gap_ev=9.20 homo_ev=-9.27 e_lumo_ev=-0.07 de_lowest_kcal_mol=68.8 max_force_ev_per_a=4.042
C -1.776 0.436 0.535 -1.339 0.272 0.534
C 0.543 -0.609 1.033 -1.391 1.539 2.518
C 0.412 0.022 -0.395 -1.762 0.270 -0.158
C 0.865 -0.733 -1.649 2.061 0.668 -1.012
C 0.862 1.452 -0.269 0.520 -0.260 -2.919
N -0.985 0.277 1.628 3.401 -1.986 0.909
N -1.115 0.147 -0.590 1.247 -1.072 -0.480
O -2.911 0.825 0.597 -1.327 0.285 -0.120
O 0.462 -1.958 1.172 -0.401 0.571 -1.329
Br -1.910 -0.517 3.062 0.641 0.180 -0.482
Br -2.021 0.615 -2.130 0.549 0.032 0.002
H 1.327 -0.183 1.827 -1.634 -0.370 -2.271
H 2.030 -0.975 -1.668 -2.417 0.900 -0.064
H 0.484 -0.161 -2.650 1.231 -1.416 2.611
H 0.385 -1.686 -1.569 -0.341 -0.662 -0.399
H 1.938 1.413 -0.184 0.371 0.653 0.407
H 0.314 2.006 0.470 0.166 0.198 0.419
H 0.626 1.831 -1.313 0.398 0.242 1.299
H 0.470 -2.200 2.095 0.027 -0.046 0.533